(1)
Below is a cluster of 7 separate species, C37H72FO23P in total, with properties calculated with ωB97M-V with the def2-TZVPD basis set.

Values from the calculation:
SMILES string ... CC[C@@H](F)[C@]1(P(CC)CC)OC(=O)O[C@]1(O)C[C@H](C)O.CCOC(=O)OC.CCOC(=O)OC.CCOC(=O)OC.CCOC(=O)OC.CCOC(=O)OC.CCOC(=O)OC

Cartesian coordinates (Å):
1 C 1.19 -0.65 4.59
2 C 0.89 -1.43 3.31
3 C -0.55 -1.38 2.87
4 F -0.59 -1.75 1.53
5 C -1.55 -2.22 3.72
6 P -2.44 -1.05 4.85
7 C -3.26 0.31 3.93
8 C -3.99 0.00 2.62
9 C -3.64 -1.94 5.92
10 C -5.14 -1.79 5.59
11 O -0.77 -3.02 4.66
12 C -0.55 -4.25 4.09
13 O 0.01 -5.19 4.65
14 O -1.05 -4.21 2.82
15 C -2.23 -3.40 2.98
16 O -3.03 -4.19 3.81
17 C -2.87 -3.23 1.61
18 C -4.39 -3.20 1.59
19 C -5.01 -4.56 1.31
20 O -4.80 -2.27 0.57
21 H 1.61 0.31 4.34
22 H 0.28 -0.46 5.16
23 H 1.89 -1.18 5.22
24 H 1.28 -2.44 3.34
25 H 1.43 -0.93 2.51
26 H -0.86 -0.34 2.90
27 H -2.53 1.09 3.75
28 H -3.97 0.74 4.64
29 H -4.81 -0.68 2.77
30 H -3.29 -0.36 1.88
31 H -4.40 0.93 2.23
32 H -3.49 -1.55 6.92
33 H -3.39 -3.00 6.00
34 H -5.69 -2.54 6.14
35 H -5.52 -0.84 5.94
36 H -5.35 -1.92 4.54
37 H -3.75 -3.67 4.17
38 H -2.50 -2.36 1.07
39 H -2.56 -4.09 1.03
40 H -4.79 -2.83 2.54
41 H -6.03 -4.44 0.99
42 H -4.43 -5.05 0.54
43 H -5.00 -5.16 2.21
44 H -5.65 -1.94 0.84
45 C 0.19 -1.79 9.87
46 C -0.61 -0.83 9.02
47 O -1.55 -0.07 9.79
48 C -1.05 0.95 10.47
49 O 0.09 1.32 10.48
50 O -2.06 1.54 11.12
51 C -1.66 2.65 11.94
52 H -0.47 -2.44 10.44
53 H 0.83 -2.41 9.24
54 H 0.82 -1.25 10.58
55 H -1.22 -1.38 8.30
56 H 0.03 -0.15 8.46
57 H -1.09 3.38 11.36
58 H -1.07 2.30 12.78
59 H -2.57 3.11 12.30
60 C -1.34 -2.15 -1.91
61 C 0.05 -1.85 -1.37
62 O 1.07 -2.36 -2.25
63 C 1.29 -1.65 -3.35
64 O 0.73 -0.64 -3.67
65 O 2.23 -2.27 -4.06
66 C 2.50 -1.64 -5.32
67 H -1.45 -3.22 -2.08
68 H -2.10 -1.83 -1.19
69 H -1.52 -1.64 -2.85
70 H 0.20 -2.35 -0.43
71 H 0.20 -0.78 -1.21
72 H 2.73 -0.59 -5.20
73 H 1.64 -1.75 -5.99
74 H 3.35 -2.15 -5.76
75 C 3.69 4.79 -6.91
76 C 4.11 4.64 -5.47
77 O 2.98 4.65 -4.58
78 C 2.28 3.51 -4.53
79 O 2.53 2.50 -5.14
80 O 1.27 3.69 -3.69
81 C 0.38 2.57 -3.59
82 H 3.08 5.69 -7.04
83 H 4.57 4.87 -7.55
84 H 3.10 3.94 -7.24
85 H 4.72 5.49 -5.16
86 H 4.69 3.73 -5.31
87 H 0.92 1.66 -3.36
88 H -0.17 2.44 -4.52
89 H -0.31 2.79 -2.78
90 C -0.67 -7.55 -9.40
91 C -0.31 -6.13 -9.77
92 O -0.68 -5.20 -8.75
93 C 0.12 -5.16 -7.68
94 O 1.12 -5.81 -7.53
95 O -0.37 -4.27 -6.83
96 C 0.35 -4.17 -5.60
97 H -1.73 -7.62 -9.15
98 H -0.45 -8.23 -10.22
99 H -0.11 -7.89 -8.53
100 H -0.87 -5.82 -10.65
101 H 0.75 -6.03 -9.99
102 H 1.41 -3.99 -5.78
103 H 0.23 -5.08 -5.01
104 H -0.06 -3.33 -5.05
105 C -4.35 4.67 3.37
106 C -3.15 5.28 4.06
107 O -3.26 5.23 5.49
108 C -3.03 4.04 6.04
109 O -2.71 3.03 5.45
110 O -3.19 4.15 7.35
111 C -3.02 2.93 8.07
112 H -5.27 5.15 3.72
113 H -4.28 4.80 2.29
114 H -4.43 3.61 3.59
115 H -3.07 6.33 3.81
116 H -2.22 4.79 3.74
117 H -2.06 2.47 7.84
118 H -3.83 2.24 7.82
119 H -3.07 3.16 9.12
120 C 10.42 4.20 -8.42
121 C 9.06 3.75 -8.91
122 O 8.11 4.82 -8.90
123 C 8.22 5.70 -9.89
124 O 9.02 5.66 -10.79
125 O 7.28 6.63 -9.73
126 C 7.32 7.68 -10.70
127 H 10.34 4.66 -7.43
128 H 11.10 3.35 -8.35
129 H 10.86 4.93 -9.09
130 H 8.65 3.00 -8.23
131 H 9.12 3.31 -9.90
132 H 7.30 7.28 -11.71
133 H 8.22 8.28 -10.55
134 H 6.44 8.29 -10.52


(2)
Below is a structure of composition C37H73F6I4N4O4S3, with properties calculated with ωB97M-V with the def2-TZVPD basis set.

Values from the calculation:
Charge ... +1

Cartesian coordinates (Å):
1 C 4.37 0.67 2.84
2 C 3.42 1.63 1.93
3 C 3.87 1.36 0.43
4 F 3.43 0.02 0.13
5 N 3.52 2.34 -0.61
6 C 4.55 2.69 -1.37
7 C 6.08 2.42 -1.52
8 I 6.71 1.28 -3.25
9 C 6.85 3.85 -1.59
10 C 8.44 3.48 -1.48
11 I 6.43 5.09 0.16
12 S 3.93 3.78 -2.71
13 C 2.09 3.33 -2.54
14 C 1.01 4.43 -3.01
15 C -0.27 3.95 -3.82
16 C 1.57 5.71 -3.79
17 C 0.65 6.98 -3.35
18 S 2.20 1.81 -3.65
19 O 0.90 1.01 -3.70
20 O 3.13 0.73 -3.08
21 C 2.79 2.01 -5.37
22 F 2.17 0.98 -6.13
23 F 4.16 1.67 -5.43
24 C 2.64 3.32 -6.22
25 F 3.48 4.39 -5.83
26 F 1.35 3.72 -6.54
27 F 3.18 2.98 -7.49
28 C 2.19 3.07 -0.92
29 C 1.16 1.86 -0.62
30 S -0.60 2.05 -1.01
31 O -1.24 3.36 -0.64
32 O -1.31 1.00 -0.16
33 C 2.35 4.25 0.13
34 I 2.77 6.31 -0.60
35 C 1.23 4.64 1.22
36 C 0.51 3.55 2.11
37 I -0.16 6.25 0.54
38 H 4.09 -0.42 2.69
39 H 4.06 0.91 3.92
40 H 5.47 0.88 2.67
41 H 3.61 2.67 2.33
42 H 2.37 1.28 2.19
43 H 5.00 1.21 0.55
44 H 6.58 1.90 -0.62
45 H 6.71 4.37 -2.59
46 H 8.97 4.31 -0.90
47 H 8.61 2.53 -0.87
48 H 8.88 3.36 -2.51
49 H 0.59 4.84 -2.02
50 H -1.19 3.74 -3.17
51 H -0.14 3.11 -4.56
52 H -0.62 4.84 -4.46
53 H 1.46 5.67 -4.92
54 H 2.62 6.04 -3.56
55 H 0.19 7.45 -4.30
56 H -0.22 6.69 -2.69
57 H 1.29 7.82 -2.91
58 H 1.17 1.53 0.48
59 H 1.52 0.89 -1.15
60 H -1.02 1.77 -2.30
61 H 3.31 4.13 0.75
62 H 1.81 5.26 2.00
63 H -0.12 2.77 1.60
64 H -0.21 4.13 2.80
65 H 1.19 3.00 2.85
66 C -3.53 2.95 5.68
67 C -3.48 2.20 4.35
68 N -2.86 0.88 4.45
69 C -2.53 0.30 3.16
70 C -3.69 -0.03 2.22
71 C -3.44 -0.03 5.43
72 C -4.93 -0.37 5.29
73 H -2.54 3.01 6.13
74 H -3.89 3.97 5.51
75 H -4.21 2.47 6.39
76 H -2.89 2.81 3.66
77 H -4.49 2.14 3.94
78 H -1.93 -0.61 3.31
79 H -1.86 0.99 2.64
80 H -4.24 -0.92 2.55
81 H -3.29 -0.26 1.22
82 H -4.38 0.80 2.11
83 H -3.28 0.38 6.43
84 H -2.87 -0.97 5.43
85 H -5.54 0.52 5.13
86 H -5.28 -0.85 6.21
87 H -5.11 -1.07 4.47
88 C 0.22 -1.93 1.37
89 C 1.04 -2.47 0.20
90 N 1.73 -3.71 0.50
91 C 2.75 -4.06 -0.48
92 C 2.29 -4.36 -1.91
93 C 0.89 -4.82 0.96
94 C -0.25 -5.27 0.05
95 H 0.82 -1.84 2.27
96 H -0.17 -0.94 1.12
97 H -0.64 -2.57 1.59
98 H 1.79 -1.70 -0.04
99 H 0.39 -2.56 -0.68
100 H 3.33 -4.92 -0.11
101 H 3.47 -3.24 -0.52
102 H 1.80 -5.33 -1.98
103 H 3.16 -4.39 -2.57
104 H 1.62 -3.59 -2.29
105 H 0.46 -4.54 1.93
106 H 1.53 -5.68 1.18
107 H -0.84 -4.43 -0.33
108 H -0.93 -5.91 0.61
109 H 0.11 -5.85 -0.80
110 C -7.53 -7.83 -0.41
111 C -6.76 -6.51 -0.41
112 N -5.82 -6.38 0.69
113 C -5.32 -5.02 0.88
114 C -4.48 -4.42 -0.25
115 C -4.82 -7.44 0.81
116 C -3.91 -7.69 -0.39
117 H -8.02 -8.00 0.55
118 H -8.30 -7.81 -1.18
119 H -6.87 -8.68 -0.62
120 H -7.50 -5.71 -0.33
121 H -6.27 -6.38 -1.39
122 H -4.75 -4.97 1.81
123 H -6.18 -4.37 1.04
124 H -3.48 -4.85 -0.29
125 H -4.36 -3.34 -0.08
126 H -4.95 -4.54 -1.23
127 H -5.34 -8.37 1.05
128 H -4.20 -7.25 1.70
129 H -4.46 -7.75 -1.33
130 H -3.40 -8.65 -0.26
131 H -3.13 -6.93 -0.48


(3)
Below is a cluster of 13 separate species, C37H74N2O33 in total, with properties calculated with ωB97M-V with the def2-TZVPD basis set.

Cartesian coordinates (Å):
1 N 12.64 16.58 14.91
2 H 11.87 16.58 14.25
3 H 13.41 15.96 14.68
4 H 12.69 15.42 17.06
5 H 12.96 17.46 15.15
6 C 15.27 14.42 18.95
7 C 14.53 14.71 17.57
8 C 14.54 13.47 16.76
9 O 13.16 15.13 17.83
10 H 15.02 15.11 19.71
11 H 16.40 14.37 18.84
12 H 14.88 13.46 19.35
13 H 15.08 15.56 17.09
14 H 15.57 13.28 16.37
15 H 13.97 13.61 15.85
16 H 14.27 12.55 17.27
17 C 10.19 13.76 16.87
18 C 10.03 14.63 18.17
19 C 10.15 16.08 17.90
20 O 9.20 16.60 18.89
21 C 8.30 15.62 19.27
22 O 7.39 15.67 20.04
23 O 8.65 14.46 18.54
24 H 9.48 14.21 16.15
25 H 9.79 12.76 17.10
26 H 11.18 13.78 16.40
27 H 10.68 14.34 19.03
28 H 9.88 16.34 16.92
29 H 11.13 16.46 18.05
30 C 17.41 8.01 16.13
31 C 16.81 9.24 16.87
32 C 15.41 9.10 17.52
33 O 15.65 9.59 18.88
34 C 16.93 9.87 19.07
35 O 17.41 10.25 20.12
36 O 17.69 9.49 18.02
37 H 16.63 7.73 15.39
38 H 17.52 7.17 16.87
39 H 18.40 8.25 15.75
40 H 16.87 10.08 16.21
41 H 15.15 7.99 17.69
42 H 14.66 9.71 17.04
43 C 18.95 11.58 23.00
44 C 18.65 13.10 23.03
45 C 18.96 13.92 21.74
46 O 17.89 14.80 21.63
47 C 16.86 14.35 22.40
48 O 15.76 14.74 22.46
49 O 17.29 13.33 23.18
50 H 18.38 11.01 22.24
51 H 18.75 11.19 23.97
52 H 20.02 11.49 22.79
53 H 19.18 13.57 23.97
54 H 19.07 13.41 20.76
55 H 19.85 14.54 21.88
56 C 16.17 17.31 13.13
57 O 16.08 16.19 14.06
58 C 16.88 16.24 15.08
59 O 17.30 17.26 15.58
60 O 17.12 15.01 15.55
61 C 18.13 14.83 16.61
62 H 15.99 16.88 12.16
63 H 17.13 17.74 13.25
64 H 15.37 17.99 13.33
65 H 18.54 13.84 16.47
66 H 17.65 14.92 17.57
67 H 18.86 15.65 16.59
68 C 15.00 18.73 18.91
69 O 13.86 18.73 19.83
70 C 13.97 19.63 20.82
71 O 14.89 20.36 21.00
72 O 12.82 19.48 21.56
73 C 12.67 20.32 22.69
74 H 15.72 18.04 19.16
75 H 15.34 19.69 18.68
76 H 14.60 18.34 17.98
77 H 12.33 21.35 22.52
78 H 13.55 20.35 23.32
79 H 11.85 19.86 23.24
80 C 8.81 16.96 10.92
81 O 9.24 15.60 11.02
82 C 10.00 15.24 12.05
83 O 10.28 15.99 12.96
84 O 10.23 13.97 11.93
85 C 10.94 13.46 13.13
86 H 7.79 17.11 11.31
87 H 8.82 17.17 9.86
88 H 9.50 17.65 11.39
89 H 10.31 13.82 13.99
90 H 11.99 13.75 13.07
91 H 10.88 12.40 12.96
92 C 13.94 22.83 17.91
93 O 12.76 22.64 18.72
94 C 12.17 21.47 18.57
95 O 12.41 20.67 17.65
96 O 11.32 21.26 19.60
97 C 10.42 20.10 19.55
98 H 14.20 23.89 18.16
99 H 13.73 22.72 16.88
100 H 14.79 22.19 18.21
101 H 10.79 19.29 20.28
102 H 10.39 19.83 18.48
103 H 9.51 20.44 19.88
104 C 12.45 16.50 21.81
105 O 11.33 15.59 21.95
106 C 10.35 16.23 22.62
107 O 10.35 17.35 23.02
108 O 9.35 15.37 22.79
109 C 8.27 15.89 23.51
110 H 12.56 17.08 22.70
111 H 12.29 17.19 20.95
112 H 13.36 15.93 21.77
113 H 7.87 15.00 24.01
114 H 7.50 16.43 23.02
115 H 8.66 16.37 24.38
116 C 16.84 12.58 12.50
117 O 16.31 13.20 11.30
118 C 14.98 13.52 11.39
119 O 14.29 13.23 12.35
120 O 14.62 14.13 10.27
121 C 13.24 14.60 10.15
122 H 16.74 11.54 12.56
123 H 16.37 13.00 13.40
124 H 17.94 12.86 12.51
125 H 13.03 14.99 9.15
126 H 13.09 15.46 10.81
127 H 12.71 13.73 10.44
128 C 8.03 8.93 17.05
129 O 7.36 9.98 16.33
130 C 8.19 10.40 15.35
131 O 9.23 9.90 15.07
132 O 7.62 11.37 14.61
133 C 6.81 12.37 15.23
134 H 7.64 7.96 16.63
135 H 7.61 9.01 18.10
136 H 9.15 9.03 17.03
137 H 7.51 13.23 15.53
138 H 6.23 12.04 16.05
139 H 6.09 12.74 14.48
140 C 12.83 13.08 21.23
141 N 12.60 12.07 20.24
142 O 11.43 11.87 19.93
143 O 13.58 11.48 19.71
144 H 12.01 13.08 21.97
145 H 12.99 14.05 20.71
146 H 13.79 12.81 21.73


Kohn-Sham gap (eV)
8.605 4.041 10.112